(1)
22
Properties=species:S:1:pos:R:3:forces:R:3 method="wB97M-V/def2-TZVPD" energy_ev=-16755.2230 relative_energy_kcal_mol=126.2
C 1.4778 1.6484 0.9871 1.663 -2.776 1.210
C 1.6844 1.0027 -0.4553 -0.664 -1.961 2.730
C 0.4323 0.1083 -0.4667 2.147 -0.240 -1.557
C -0.8311 0.6436 -0.2440 -2.223 -0.848 -1.673
C -1.9911 -0.1130 -0.3946 -0.431 2.993 2.434
C -1.9146 -1.4780 -0.5786 -5.788 4.947 0.485
C -0.7881 -2.0000 -0.6723 11.697 -1.011 -0.237
C 0.5470 -1.2542 -0.6522 -3.373 -1.799 0.584
H 0.9737 3.4366 0.1868 -1.069 -1.786 1.668
H 0.5664 3.3021 1.7466 0.055 0.275 1.288
H 2.3902 2.0393 1.4893 0.129 -1.037 -0.407
H 1.0609 0.6161 1.6471 1.073 3.387 -1.475
H 2.4470 0.1899 -0.3261 0.183 1.389 -0.471
H 1.8352 1.6462 -1.3391 -0.111 -0.178 0.632
H -0.9930 1.6899 -0.0790 0.415 0.093 0.147
H -2.8865 0.4313 0.0723 0.831 -1.293 -1.451
H -2.6409 -3.1729 -0.1937 -1.031 2.580 -1.364
H 0.1281 -3.8401 0.1420 -3.781 2.478 -3.663
N 0.5861 2.7352 0.9382 -0.464 2.822 -3.108
O -2.9768 -2.2383 -0.5440 -1.815 -3.857 1.448
O -0.8030 -3.3038 -0.7108 4.443 -6.055 3.204
F 1.6960 -2.0895 -0.5533 -1.884 1.876 -0.424

(2)
33
Properties=species:S:1:pos:R:3:forces:R:3 method="wB97M-V/def2-TZVPD" energy_ev=-57064.9525 total_charge=-2
Mg -0.0206 -1.3017 -0.3303 0.956 -1.201 0.475
O -3.6892 -0.5691 -0.6458 3.025 1.072 -0.768
C -2.5022 -0.1283 -0.7616 -1.245 -1.051 0.786
O -1.4760 -0.6873 -1.3559 -2.482 0.882 0.051
C -2.1725 1.2129 -0.0056 -0.482 -0.413 -0.043
C -1.0484 1.9711 -0.7284 0.063 -0.704 -0.719
C -0.8944 3.4234 -0.1901 0.293 1.210 -0.458
C -0.3608 3.1651 1.2357 3.325 -1.638 -1.087
C -0.1452 1.6146 1.2340 -0.617 -0.304 -1.511
O 0.1058 1.2714 -0.1980 0.159 1.399 0.950
C -1.5326 1.0236 1.4235 -0.395 -0.644 0.702
C -1.4448 -0.3492 2.1806 0.390 -0.685 0.233
O -1.7388 -0.4510 3.3987 0.192 0.608 -2.071
O -0.9014 -1.2710 1.4600 -0.390 0.549 0.512
H -3.1067 1.8012 0.1185 0.484 -0.432 -0.301
H -1.1055 1.7767 -1.8401 0.282 0.604 1.218
H -1.8707 3.9854 -0.0971 0.925 -0.658 -0.513
H -0.1441 4.0718 -0.8044 -1.380 -1.241 0.928
H -0.9566 3.4677 2.0377 -1.118 0.469 1.078
H 0.6769 3.4865 1.4516 -0.540 0.805 -0.519
H 0.6723 1.2041 1.8326 -0.236 0.156 -0.103
H -2.0287 1.7393 2.0321 -0.794 0.099 0.991
O 1.7086 -2.3010 -3.2946 1.309 2.238 -0.142
P 1.6538 -3.4556 -2.1788 -1.173 -2.261 1.189
O 1.7754 -4.8321 -2.7779 0.271 1.783 0.281
O 0.4793 -3.2932 -1.2010 0.556 1.134 -0.738
O 2.9845 -3.0089 -1.3709 0.859 0.107 0.338
P 3.1416 -2.1434 0.0031 -2.824 -0.803 0.384
O 3.0435 -3.3147 1.1304 -0.256 0.018 -0.252
O 4.4254 -1.5028 0.1129 2.186 0.746 -0.162
O 1.8996 -1.2661 0.1198 0.276 -0.048 -0.260
H 2.3860 -1.5726 -3.0466 -1.807 -2.007 -0.455
H 2.1867 -3.7668 1.0559 0.189 0.211 -0.014

(3)
21
Properties=species:S:1:pos:R:3:forces:R:3 method="wB97M-V/def2-TZVPD" multiplicity=5 energy_ev=-42752.9939 total_charge=-1 relative_energy_kcal_mol=0.0
C 0.6606 2.0020 -0.2898 0.394 -0.188 -2.542
C -0.1377 1.3752 -1.3032 1.134 1.185 0.446
C 0.3835 0.0470 -1.5561 3.074 0.685 -0.685
C 1.6937 -0.0148 -1.0482 -1.706 1.240 -0.394
C 1.9800 1.1982 -0.1123 0.881 -2.168 -0.386
Mn -0.3860 0.4399 0.5156 0.770 -2.272 1.772
N 2.3513 0.2396 0.9706 -1.303 0.108 -1.257
C -2.2623 0.9687 0.8270 -1.088 -0.507 -1.714
C -2.2678 0.0990 -0.3636 -1.676 1.222 0.754
H -0.0320 -0.7087 -2.1855 -0.500 -0.250 -0.035
H -1.0743 1.7595 -1.7199 0.720 0.052 0.041
H 2.3682 -0.8641 -1.1049 -0.214 0.271 0.146
H 2.8370 1.8529 -0.3203 -0.100 0.246 -0.655
H 0.6316 3.0548 -0.1496 -0.201 0.681 0.431
H -2.6096 0.5180 -1.3491 0.361 -0.261 1.136
H -2.2132 0.5562 1.8174 -0.738 -0.218 0.507
H 2.4619 0.6875 1.8375 -0.062 1.133 1.520
H -2.4426 -0.9825 -0.2991 0.117 0.586 0.198
H -2.4823 2.0318 0.7248 -0.062 -0.262 0.114
N -0.4521 -2.7651 0.8787 -0.068 1.715 -0.051
C -0.4131 -1.5900 0.8543 0.266 -2.997 0.655

(4)
22
Properties=species:S:1:pos:R:3:forces:R:3 method="wB97M-V/def2-TZVPD" energy_ev=-15530.7141 smiles="CCCOC(=O)c1cnccn1" relative_energy_kcal_mol=76.0
C -1.5604 2.8177 0.7597 0.258 1.161 -0.255
C -1.6369 1.8609 1.9480 1.207 0.377 0.202
C -0.4692 0.8818 1.8116 1.413 1.716 1.950
O -0.3921 0.0506 0.6796 1.033 -1.544 0.531
C 0.6857 -0.8460 0.7649 -2.297 0.182 -2.990
O 1.3929 -1.1171 1.6706 0.154 0.525 1.215
C 0.8645 -1.4918 -0.6132 -3.305 2.610 -0.180
C 2.0328 -2.0534 -0.8681 1.610 -2.313 2.237
N 2.2768 -2.6386 -1.9987 2.021 -0.868 -4.841
C 1.5363 -2.4205 -3.0830 -3.730 0.988 3.414
C 0.2215 -1.8263 -2.7669 2.385 0.439 -0.703
N -0.0974 -1.3266 -1.6158 1.488 -0.427 2.920
H -0.9781 3.8232 1.1084 -1.287 -2.398 -1.340
H -2.6999 3.0694 0.5895 2.586 -0.078 -0.734
H -0.9429 2.1663 -0.0961 -2.124 2.420 1.710
H -1.4701 2.3670 2.9777 -0.465 -0.780 -1.696
H -2.6226 1.4214 1.9030 -0.088 -0.641 0.457
H 0.4736 1.5547 1.6909 -1.344 -1.009 0.933
H -0.4693 0.3234 2.7645 0.632 -0.188 -0.595
H 2.7398 -2.3418 -0.0542 -0.553 0.838 -0.558
H 1.6185 -2.7385 -4.1026 1.117 -0.616 -0.111
H -0.5035 -1.5359 -3.4697 -0.711 -0.394 -1.567

(5)
22
Properties=species:S:1:pos:R:3:forces:R:3 method="wB97M-V/def2-TZVPD" energy_ev=-15530.0640 relative_energy_kcal_mol=91.0
C -2.3961 0.4424 0.9426 -0.551 0.543 0.020
C -0.6457 -0.3745 -0.2433 0.922 -0.323 -0.725
C -1.9417 -1.0454 1.0315 3.138 3.821 -1.180
C -1.8103 -0.2874 -1.1860 -0.087 0.211 0.136
C 2.8108 -0.8852 0.0516 0.240 -0.018 0.115
C 1.5963 -1.3246 0.3221 -0.276 -0.030 -0.145
C -0.1990 1.2753 -0.0515 -3.168 -4.405 2.058
C 0.4669 -1.3056 -0.6595 -0.238 0.094 -0.118
N -2.8370 0.2487 -0.4301 -0.151 0.233 -0.206
N -1.2787 1.4259 0.9944 -0.151 0.129 0.517
O -2.2844 -2.1200 1.3388 0.057 0.072 0.147
O -1.9134 -0.6121 -2.3415 0.131 -0.180 -0.484
H -3.1976 0.7752 1.6039 -0.003 -0.036 -0.109
H 3.6114 -0.9283 0.7708 0.086 0.003 0.206
H 3.0671 -0.4794 -0.9139 -0.035 0.051 -0.246
H 1.3540 -1.7261 1.2976 0.086 -0.037 0.178
H 0.7797 1.3753 0.3944 0.138 -0.004 -0.082
H -0.3511 1.8099 -0.9812 -0.046 0.122 -0.116
H 0.0489 -2.3129 -0.7546 0.029 0.004 -0.100
H 0.8308 -0.9995 -1.6451 0.003 -0.100 -0.036
H -3.7426 0.4694 -0.8107 -0.033 -0.041 0.055
H -1.6622 2.3620 1.0439 -0.090 -0.109 0.115

(6)
23
Properties=species:S:1:pos:R:3:forces:R:3 method="wB97M-V/def2-TZVPD" energy_ev=-26363.3563 relative_energy_kcal_mol=136.3
C -0.0388 0.6393 1.0607 -0.360 -0.018 -0.934
C 2.9963 -1.5061 -0.4478 -0.807 2.759 0.985
C -1.0959 -0.2388 1.5308 -1.519 0.897 -3.073
C -1.4747 -1.1490 0.3524 -0.056 -0.127 -0.747
C -1.9239 -0.3940 -0.9104 1.214 -0.921 -0.005
C -0.8279 0.5599 -1.3750 1.958 -2.308 1.723
C -0.3468 1.4012 -0.1920 0.607 1.169 -0.190
C 1.9990 1.4027 0.8059 -1.253 -1.568 -1.646
N 1.1163 0.7126 1.5790 0.383 -0.209 0.826
N 2.6400 -0.2219 -0.3426 2.133 2.283 -0.083
O 3.8289 -2.3224 -0.4749 0.544 -1.484 -0.131
O 1.6454 -1.2568 -0.5838 -1.801 -2.218 -0.350
S 1.2438 2.3008 -0.5174 0.014 -0.329 0.800
H -0.8653 -0.6777 2.4021 0.679 -1.760 3.079
H -1.9497 0.3618 1.5530 -1.620 1.262 1.163
H -0.5035 -1.5433 0.1333 0.171 -1.296 -0.672
H -2.2620 -1.9277 0.4221 0.765 0.327 1.178
H -2.1776 -1.2452 -1.5527 0.511 0.532 -0.763
H -2.8508 0.1064 -0.8265 -1.114 0.815 0.630
H 0.0839 0.0449 -1.7245 -0.575 -0.346 0.117
H -1.0461 1.2008 -2.1297 -1.246 1.873 -2.326
H -1.1177 2.1614 -0.0186 0.174 -0.012 0.397
H 2.9272 1.5911 1.2566 1.199 0.679 0.023